Computed, not measured: 2 unconnected molecules or ions with the total composition C18H33Br2F3IN3O10S4 in a non-equilibrium geometry, with ωB97M-V/def2-TZVPD.

The calculation puts the lowest unoccupied orbital energy at -1.90 eV. Its orbital gap is 6.798 eV. As for the HOMO energy: -8.69 eV. As for the total charge: 0.

Positions of all 74 atoms, in Å:
C  -2.38428  -2.78229  3.05524
C  -2.96705  -2.52848  1.51223
C  -1.83138  -2.19752  0.38993
I  -0.83983  -4.13260  0.19320
C  -0.89397  -0.84382  0.64985
C  0.39609  -1.21609  1.64951
C  1.88051  -1.26294  1.06848
C  2.44596  -2.70409  0.48275
S  4.25409  -2.33957  -0.02443
O  4.12141  -1.65767  -1.44228
O  4.93997  -1.29191  0.88157
O  5.16446  -3.78060  -0.15515
O  -1.73040  -0.05548  1.60062
C  -2.61480  0.92237  1.10621
F  -2.33517  2.25876  1.76814
C  -4.22653  0.78997  1.57733
O  -4.82571  2.13337  1.33915
O  -5.99549  1.89889  0.78544
C  -2.68867  0.96365  -0.50168
N  -1.32171  1.04334  -1.22756
C  -1.85724  0.78490  -2.66190
C  -0.82784  1.13566  -3.87562
C  -0.74009  -0.04494  -5.05561
C  0.80313  0.03410  -5.65553
N  1.03460  -0.95327  -6.80410
C  -0.95539  2.48738  -1.12710
Br  -1.75514  3.98633  -2.29912
C  -0.03995  3.16177  -0.14419
C  0.28771  4.80612  -0.14756
Br  0.85888  2.23659  1.34374
C  -0.47380  -0.04718  -0.72343
S  0.06172  -1.42320  -1.95112
H  -1.61527  -3.66074  3.12211
H  -3.31842  -3.09492  3.72736
H  -1.98997  -1.76993  3.54987
H  -3.94204  -1.89129  1.47761
H  -3.36817  -3.62248  1.22418
H  -2.42667  -2.00610  -0.62767
H  0.21167  -2.22584  2.26100
H  0.43868  -0.40831  2.53565
H  2.59856  -1.08827  2.01583
H  2.24276  -0.45209  0.31552
H  2.40982  -3.49711  1.34302
H  1.93499  -3.05957  -0.50558
H  4.94613  -4.15630  -1.06228
H  -4.77052  0.03529  0.86066
H  -4.32933  0.52342  2.71405
H  -5.84130  1.68270  -0.18146
H  -3.34477  0.06587  -0.86513
H  -3.29282  1.94752  -0.80675
H  -2.33576  -0.30937  -2.74883
H  -2.84341  1.43207  -2.87373
H  0.27075  1.17078  -3.41187
H  -1.03616  2.13045  -4.45502
H  -1.02881  -1.09713  -4.63230
H  -1.44432  0.32389  -5.93911
H  0.98892  1.10961  -6.13467
H  1.63666  -0.12276  -4.84804
H  0.82724  -1.89861  -6.36444
H  2.07999  -0.92969  -6.99472
H  0.74861  5.10820  -1.20682
H  -0.69343  5.41441  0.04345
H  1.08603  5.11301  0.64679
H  0.61268  0.45070  -0.70365
H  0.90307  -0.88006  -2.93746
N  5.10569  0.85428  4.68696
S  4.06593  1.89904  4.14454
O  3.89619  3.13460  4.90158
O  2.87264  1.38655  3.48151
F  4.88025  2.45015  2.87864
S  4.60609  0.18137  6.01684
O  5.65156  -0.54296  6.73936
O  3.31325  -0.49237  6.00604
F  4.34898  1.41047  6.99997

Atom charges from the Löwdin analysis, given in e for atoms 1 to 6: -0.14, -0.31, -0.62, 0.96, -0.34, -0.14